Record 1
Below is an isolated molecule of C5H9NO at a distorted geometry, with properties calculated with the ωB97M-V functional and the def2-TZVPD basis.

Geometry (Å):
1 C -1.55192 -1.28253 -0.13395
2 C -0.60180 -0.21646 -0.65862
3 C -0.68386 1.35823 -0.16311
4 C 0.81722 1.38882 0.01315
5 C 0.76606 -0.11680 -0.04912
6 N 1.45595 -1.05335 0.44094
7 O 2.60616 -0.56024 1.05812
8 H -2.55082 -1.17239 -0.57269
9 H -1.63521 -1.20973 0.95509
10 H -1.18445 -2.28869 -0.37167
11 H -0.52272 -0.30327 -1.76355
12 H -1.21071 1.72867 -1.05288
13 H -1.25695 1.45670 0.75868
14 H 1.18379 1.79588 0.95717
15 H 1.35928 1.84281 -0.81808
16 H 3.00997 -1.36768 1.40051

Cartesian forces, eV/Å:
0.1 0.1 0.1
0.3 0.4 0.8
-2.1 -2.1 -1.9
0.5 0.0 0.1
0.6 -0.6 -0.1
-0.3 0.1 -0.1
0.3 -0.2 0.2
0.2 0.0 0.1
0.0 0.0 -0.1
0.0 0.2 0.0
-0.1 0.5 0.5
0.5 1.4 0.7
0.0 0.0 -0.2
0.0 0.0 -0.1
0.0 0.0 0.1
0.0 0.2 0.0

As for the LUMO energy: 1.08 eV. The gap between HOMO and LUMO is 0.3836 Eh. As for the energy relative to the best compared isomer or geometry (same formula, charge and spin): 3.338 eV.

=====

Record 2
Below is an isolated molecule of C5H9NO, with properties calculated with the ωB97M-V functional and the def2-TZVPD basis.

Geometry (Å):
1 C -1.24096 1.21995 1.00263
2 C -1.40197 -0.29803 0.83212
3 O -2.37174 -0.92098 1.20763
4 C -0.28113 -0.96252 0.06516
5 C 1.12264 -0.96447 0.60936
6 N 0.69315 -0.00584 -0.34515
7 C 1.09356 0.25240 -1.69401
8 H -2.09486 1.69516 0.50971
9 H -1.23334 1.50477 2.05844
10 H -0.32757 1.60034 0.53694
11 H -0.55304 -1.81306 -0.56965
12 H 1.78526 -1.77301 0.29692
13 H 1.28220 -0.60444 1.62808
14 H 1.70451 1.16034 -1.68952
15 H 0.18350 0.47269 -2.26499
16 H 1.63980 -0.56329 -2.18367

Cartesian forces, eV/Å:
-0.2 0.0 0.1
-0.2 0.0 0.1
0.4 0.4 -0.1
-0.2 0.1 -0.1
0.3 -0.1 0.1
0.1 0.1 0.0
0.2 -0.1 -0.2
0.0 -0.1 0.2
-0.2 -0.1 -0.1
-0.4 -0.2 0.2
0.0 0.3 0.1
-0.2 0.0 0.0
0.1 0.0 -0.2
0.1 -0.2 -0.2
0.2 -0.1 0.0
0.0 0.0 0.0

As for the LUMO energy: 0.86 eV. The gap between HOMO and LUMO is 0.3597 Eh. As for the energy relative to the best compared isomer or geometry (same formula, charge and spin): 2.492 eV.